# C5H13N2OP

2 unconnected molecules or ions with the total composition C5H13N2OP in a non-equilibrium geometry (ωB97M-V with the def2-TZVPD basis set, the Open Molecules 2025 dataset).

Its multiplicity is 1. Its SMILES is CO/C=P\N.CC(C)=N. The gap between HOMO and LUMO comes out at 0.3263 Ha.

Positions of all 22 atoms, in Å:
P 2.544 0.216 -1.925
O 1.674 -0.388 0.575
N 1.480 1.523 -1.420
N -0.907 -0.536 0.018
C -2.177 0.067 1.943
C -1.530 0.364 0.597
C -1.593 1.820 0.157
C 2.325 -0.754 -0.575
C 1.422 -1.375 1.649
H -2.601 2.139 0.156
H -1.084 1.880 -0.776
H -0.982 2.309 0.925
H 2.320 -1.999 1.825
H 2.987 -1.615 -0.506
H 2.109 2.308 -1.328
H 1.189 -0.883 2.526
H 0.738 -2.085 1.270
H -2.269 -1.045 2.085
H -3.195 0.363 1.891
H 1.106 1.353 -0.602
H -1.752 0.615 2.717
H -0.427 -0.326 -0.870

---

# C5H13N2OS4

A molecular structure, C5H13N2OS4 in a non-equilibrium geometry (ωB97M-V with the def2-TZVPD basis set, the Open Molecules 2025 dataset).

Its multiplicity is 1. The gap between HOMO and LUMO comes out at 0.3221 Ha. As for the net charge: +1.

Positions of all 25 atoms, in Å:
S 3.199 -0.427 0.430
S -4.458 0.929 -0.541
S 2.606 1.070 -0.815
S 0.049 -1.446 -0.268
O 1.367 1.611 -0.148
N -2.950 0.480 0.090
N -0.607 0.160 -0.393
C 3.702 2.403 -0.287
C -5.403 0.335 0.871
C -1.456 -2.396 -0.357
C -1.795 0.466 -0.183
C 3.634 -1.761 -0.870
H 4.551 2.268 -1.066
H 3.073 -1.416 -1.679
H 3.198 3.272 -0.361
H 4.097 2.284 0.748
H 4.685 -1.532 -1.039
H -4.799 -0.322 1.412
H -6.368 -0.245 0.550
H -5.676 1.101 1.511
H -1.253 -3.517 -0.105
H 3.479 -2.831 -0.557
H -2.092 -2.007 0.328
H 0.368 0.910 -0.147
H -1.932 -2.436 -1.340

---

# C5H13N2P

C5H13N2P in the gas phase in a non-equilibrium geometry (ωB97M-V with the def2-TZVPD basis set, the Open Molecules 2025 dataset).

Its multiplicity is 1. Its SMILES is NNC1(P)CCCC1. The gap between HOMO and LUMO comes out at 0.3341 Ha.

Positions of all 21 atoms, in Å:
P -2.402 -0.836 0.317
N -0.248 2.404 0.147
N -1.099 1.426 -0.226
C 1.524 -0.583 0.493
C -0.761 0.025 -0.013
C 0.002 -0.578 -1.276
C 0.172 -0.170 1.104
C 1.130 -1.353 -0.755
H -3.035 0.200 -0.468
H 0.868 -2.390 -0.659
H 2.067 -1.545 -1.467
H -1.213 1.540 -1.222
H -0.789 -1.181 -1.879
H 0.275 0.664 1.775
H 0.707 2.537 -0.266
H 0.265 0.226 -2.011
H -0.081 -1.040 1.791
H 2.185 -1.070 1.276
H 2.249 0.235 0.346
H -2.768 0.082 1.492
H -0.161 2.493 1.181

---

# C5H13N2P2S

2 unconnected molecules or ions with the total composition C5H13N2P2S in a non-equilibrium geometry (ωB97M-V with the def2-TZVPD basis set, the Open Molecules 2025 dataset).

Its multiplicity is 1. The gap between HOMO and LUMO (alpha / beta) comes out at 0.2493 / 0.2985 Ha. As for the net charge: +1.

Positions of all 23 atoms, in Å:
S 0.109 -1.768 -2.168
P 2.890 -0.206 0.259
P -2.773 -1.404 1.366
N -0.677 -0.990 -0.717
N 0.544 0.988 -0.689
C -0.825 0.437 -0.972
C 0.973 0.176 0.553
C -1.764 -1.221 2.586
C 0.012 -0.987 0.501
C 0.583 2.403 -0.483
H -1.123 0.769 -1.949
H 0.248 -1.958 0.843
H -0.957 -1.430 -2.816
H -3.911 -2.056 2.045
H 2.541 -0.929 -0.871
H 0.610 2.983 -1.460
H 0.940 0.860 1.438
H -0.921 -1.032 3.181
H 1.124 0.531 -1.467
H 2.799 -1.448 0.875
H 1.524 2.660 0.203
H -0.326 2.749 0.033
H -1.622 0.875 -0.289